Record 1
Molecular formula: C2
Method: DFT, ωB97M-V with the def2-TZVPD basis set

E_HOMO in eV: -8.71
Net charge: 0
E_tot in eV: -2059.6116
Energy relative to the best compared isomer or geometry (same formula, charge and spin) in kcal/mol: 118.1
Kohn-Sham gap in hartree: 0.2296

Each line ends with the Löwdin charge.
Cartesian coordinates (Å):
C  0.011  -0.375  1.044  0.00
C  -0.011  0.375  -1.044  0.00

Record 2
Molecular formula: C7H10N2O
Method: DFT, ωB97M-V with the def2-TZVPD basis set

E_HOMO in eV: -8.82
Net charge: 0
E_tot in eV: -12444.0365
SMILES: c1ccncc1.CC(N)=O
Energy relative to the best compared isomer or geometry (same formula, charge and spin) in kcal/mol: 124.8
Kohn-Sham gap in hartree: 0.3457

Each line ends with the Löwdin charge.
Cartesian coordinates (Å):
C  1.800  0.177  -0.773  -0.15
C  1.528  1.115  0.277  -0.07
C  0.724  0.797  1.367  -0.18
N  0.449  -0.464  1.539  0.07
C  1.193  -1.373  0.801  -0.12
C  1.715  -1.098  -0.425  -0.20
H  2.236  0.583  -1.705  0.13
H  1.786  2.131  0.134  0.08
H  0.371  1.562  2.160  0.14
H  1.057  -2.397  0.963  0.10
H  2.521  -1.681  -0.915  0.14
C  -2.592  0.559  0.030  -0.03
C  -1.601  -0.495  -0.276  -0.54
N  -0.401  -0.152  -0.891  0.01
O  -1.583  -1.490  0.481  0.01
H  -3.593  0.254  0.428  0.10
H  -2.789  1.334  -0.766  0.09
H  -2.352  1.201  0.835  0.06
H  0.194  -0.993  -1.346  0.14
H  -0.662  0.430  -1.917  0.21

Record 3
Molecular formula: C4H17N2O2
Method: DFT, ωB97M-V with the def2-TZVPD basis set

E_HOMO in eV: -13.56
Net charge: +1
E_tot in eV: -11489.0374
Energy relative to the best compared isomer or geometry (same formula, charge and spin) in kcal/mol: 111.9
Kohn-Sham gap in hartree: 0.2177

Each line ends with the Löwdin charge.
Cartesian coordinates (Å):
C  -0.812  0.374  1.675  -0.16
N  0.567  -0.225  1.959  0.03
C  -1.512  -0.349  0.589  0.14
N  0.395  -0.526  -2.936  0.02
C  -2.720  0.012  -1.476  -0.03
C  -2.822  0.122  0.118  -0.17
H  -0.605  1.416  1.377  0.16
H  -1.439  0.382  2.592  0.18
H  0.603  -0.841  1.147  0.07
H  0.453  -0.970  2.653  0.10
H  -1.439  -1.450  0.558  0.17
H  0.505  -1.265  -3.629  0.03
H  1.356  -0.384  -2.618  0.01
H  0.012  -1.031  -2.135  -0.02
H  -1.969  0.777  -1.676  0.08
H  -3.656  0.238  -1.986  0.10
H  -2.412  -0.971  -1.839  0.08
H  -3.154  1.095  0.467  0.13
H  -3.604  -0.555  0.508  0.16
H  2.507  0.908  2.047  -0.02
H  3.588  1.523  2.927  0.05
O  3.442  1.136  2.058  -0.06
H  4.131  0.535  -0.086  0.01
H  4.688  0.021  -1.413  0.03
O  3.896  0.027  -0.881  -0.07

Among the records above, which one has the highest E_HOMO?
C2